Here is a cluster of 2 separate species, C11H18 in total from the Open Molecules 2025 dataset. Energies are from ωB97M-V/def2-TZVPD.

Structure (XYZ):
```
29
Properties=species:S:1:pos:R:3:forces:R:3
H -1.84122 0.60427 -3.66544 -0.3 -0.1 0.2
H -1.69076 -1.40955 1.63649 -1.3 -0.9 -0.7
C 1.46590 1.37258 0.81573 -0.8 -0.1 1.5
C -2.91687 -1.37162 -1.07648 -1.3 -0.6 -0.5
H 0.85868 -0.66966 1.09801 -0.3 0.6 0.2
C -0.50741 -0.42237 -2.27866 0.3 2.5 -1.2
H -1.86373 -3.25293 0.95695 -1.2 0.6 0.3
H 3.22796 -0.01603 0.52935 -0.4 0.4 0.1
H 0.43786 -1.26371 -0.58158 -0.2 -0.2 -0.6
H -3.82651 -1.79598 -0.59515 0.9 0.6 -0.2
C -3.00785 -0.52575 -2.13904 -0.3 1.9 -0.5
C 0.88158 0.26812 1.70891 1.0 -1.7 -2.0
C 1.92201 2.53083 1.79888 0.2 -0.3 -3.1
C -1.63502 -1.66996 -0.57323 -0.7 -0.5 2.6
C -1.55412 -2.20617 0.85525 3.1 0.1 -0.1
H -0.13169 0.39955 2.04031 -0.1 0.4 1.0
C -0.47648 -1.17338 -1.17555 1.7 -0.3 0.9
H 1.69650 -0.05850 2.36854 -0.8 0.6 0.9
H -3.92905 0.06384 -2.36667 0.6 -1.2 -0.1
H 1.21160 2.53508 2.57854 -0.4 0.3 1.2
C 2.58023 0.70078 -0.00040 0.8 2.5 -0.8
H -0.47678 -2.33871 1.15205 -0.5 0.0 -0.9
H 1.88569 3.49506 1.23382 0.2 -0.6 0.7
H 0.66188 1.87776 0.23727 0.5 -0.8 -0.3
C -1.81667 -0.06230 -2.80512 0.9 -0.5 0.7
H 2.30592 0.27898 -0.97084 -0.4 -0.3 0.2
H 0.42666 0.18978 -2.57358 -1.7 -1.4 0.0
H 2.93373 2.32395 2.08871 0.4 0.1 0.7
H 3.17797 1.59604 -0.29708 0.3 -0.9 0.0
```
Forces are in eV/Å.

Results
Maximum force = 3.16 eV Å⁻¹
Kohn-Sham gap (spin up / spin down) = 9.18 / 5.54 eV
E = -11688.6277 eV
Spin multiplicity = 2
<S²> = 0.7684
Net charge = +1
E_HOMO (spin up / spin down) = -0.503 / -0.503 Ha

These are the Löwdin partial charges, in e, on atoms 1 to 5: 0.133, 0.124, -0.461, 0.010, 0.028

=====

Here is a structure of composition C11H18AuN3O6PTe from the Open Molecules 2025 dataset. Energies are from ωB97M-V/def2-TZVPD.

Structure (XYZ):
```
41
Properties=species:S:1:pos:R:3:forces:R:3
N 0.20380 0.55548 1.98454 0.1 -0.1 0.1
H 0.60139 5.49078 -0.75745 0.0 0.0 0.0
C -0.40048 0.20177 4.25563 0.0 0.0 0.0
H -1.17967 0.10179 4.99912 0.0 0.0 0.0
C 1.90236 0.23235 3.61275 0.1 0.0 0.0
H 2.29222 5.63645 -0.61712 0.0 0.0 0.0
C -1.15214 -0.57656 -4.02084 -0.1 -0.2 0.2
H -0.21598 -2.64480 1.20669 -0.1 0.1 0.0
C -0.72248 0.42063 2.92529 0.0 0.0 0.1
H -2.67439 -2.10260 -4.14209 0.0 0.0 0.1
C -0.56863 -4.10420 -0.34508 -0.2 0.2 0.1
C 0.94190 0.11600 4.60256 0.0 0.0 -0.1
H 0.02700 -2.03213 -0.42622 0.0 0.0 0.0
Te -4.91840 -1.43563 -0.65617 -0.6 0.0 0.0
H -0.93367 -4.12027 -1.36983 0.0 -0.1 0.0
O -2.09456 0.20242 -0.85100 0.0 0.0 0.0
N 2.82096 3.20543 -0.94625 0.2 -0.5 0.1
H 3.49520 3.62320 -0.32553 0.0 0.0 0.0
H 2.83366 2.18426 -0.92120 0.0 0.1 0.0
C 1.56565 3.72971 -0.94814 -0.7 0.2 -0.3
O 3.68608 0.77295 1.51886 -0.1 0.0 0.0
H 2.96131 0.16543 3.81658 0.0 0.0 0.0
C 2.51874 0.56719 1.18089 0.2 0.1 -0.2
H -0.80241 0.16115 -3.29850 0.0 0.0 0.0
O -1.94342 -2.18208 0.24400 -0.2 0.3 -0.2
H -1.42820 -0.06732 -4.94631 0.0 0.0 0.0
H 1.23184 -0.03878 5.63452 0.0 0.0 0.0
H -3.19005 -0.62804 -3.31150 0.0 -0.1 0.0
C -0.60354 -2.68126 0.18568 0.3 -0.1 -0.1
H -1.20082 -4.75004 0.26636 0.0 0.0 0.0
H -1.75180 0.49295 2.58957 0.0 0.0 0.0
C 1.48788 0.44159 2.30185 -0.1 0.1 0.1
O 0.55833 3.13018 -1.30935 0.5 0.3 0.1
Au -0.04659 0.67012 -0.49477 0.0 -0.6 -0.1
H 0.45823 -4.47442 -0.32449 0.0 0.0 0.0
O 2.10853 0.45231 -0.02439 -0.2 0.3 0.1
O -2.02715 -1.95345 -2.21063 -0.3 0.4 0.5
N 1.47832 5.05161 -0.54080 0.1 0.0 0.1
P -2.62706 -1.21966 -0.86021 1.1 -0.6 -0.3
H -0.34026 -1.27695 -4.22475 0.0 0.0 0.0
C -2.35168 -1.31756 -3.45229 0.1 0.1 -0.2
```
Forces are in eV/Å.

Results
Maximum force = 1.30 eV Å⁻¹
Kohn-Sham gap = 6.97 eV
E = -48734.5136 eV
Spin multiplicity = 1
Net charge = -1
E_HOMO = -0.152 Ha

These are the Löwdin partial charges, in e, on atoms 1 to 5: 0.057, 0.091, -0.068, 0.097, -0.012

=====

Here is an isolated molecule of C11H18BNO from the Open Molecules 2025 dataset. Energies are from ωB97M-V/def2-TZVPD.

Structure (XYZ):
```
32
Properties=species:S:1:pos:R:3:forces:R:3
O 0.27296 1.01935 -3.41972 -0.6 1.0 0.8
H 3.00075 0.60438 -3.61424 0.0 -0.2 1.4
C 0.59291 1.12428 -4.77234 0.1 -0.8 -0.4
H -0.93796 -2.60385 5.54713 -0.1 -1.4 0.7
H 1.31601 0.34892 -4.86252 0.4 -1.2 -1.3
C 0.61967 0.43819 -0.75216 3.9 3.8 -3.9
H -0.83108 0.08625 -5.84605 -1.0 -1.8 -0.8
B 1.24439 0.75643 -2.53133 -2.0 -0.9 5.2
C -0.55899 -0.05183 1.78112 -3.1 -4.6 -0.1
H 0.26355 1.81707 2.33921 0.0 -0.2 -0.9
H -1.76472 -1.12470 5.55866 -1.6 0.7 -0.1
H 0.81677 -1.09333 4.11207 -1.2 -0.6 -1.0
C 0.13833 1.11555 1.48457 2.5 4.4 1.8
H -1.54479 -1.65300 0.84800 0.1 0.1 -0.3
H -2.07399 -0.67706 3.25989 -2.5 -1.2 -0.7
N 2.60631 0.57383 -2.64989 1.1 -0.1 -2.3
H 3.07528 -0.04008 -2.00073 0.1 0.4 -0.1
H -0.72794 -1.13265 -1.56161 0.7 1.1 2.3
H -1.45060 1.58782 -5.12620 0.5 -0.9 0.1
H -1.23305 0.67918 3.57780 0.7 -0.6 0.8
C -0.60522 1.07828 -5.65923 -1.4 -0.1 4.0
C 0.82613 1.29613 0.30660 0.4 0.8 -1.7
C -0.83430 -1.57166 5.38449 1.9 0.4 -0.3
C -0.26872 -1.39053 3.95930 -0.1 -0.5 -0.5
C -0.87039 -0.81177 0.67022 -0.7 -1.0 0.8
H 1.11312 1.96744 -5.08620 1.2 2.2 0.5
H 1.38553 2.21679 0.09740 0.0 -0.4 0.5
H -0.15801 -1.12178 6.13846 -0.2 -0.4 -0.4
H -0.58407 1.68239 -6.45716 0.9 1.7 -3.5
C -1.10135 -0.35439 3.18727 2.7 2.3 -1.1
H -0.44370 -2.37284 3.27779 1.0 2.1 1.8
C -0.34157 -0.56194 -0.60243 -3.9 -4.1 -1.2
```
Forces are in eV/Å.

Results
Maximum force = 6.68 eV Å⁻¹
Kohn-Sham gap (spin up / spin down) = 4.71 / 6.66 eV
E = -15908.4851 eV
Spin multiplicity = 3
<S²> = 2.0497
E_HOMO (spin up / spin down) = -0.153 / -0.320 Ha

These are the Löwdin partial charges, in e, on atoms 1 to 5: 0.079, 0.100, -0.267, 0.045, 0.104

=====

Here is a structure of composition C11H18BiClIr from the Open Molecules 2025 dataset. Energies are from ωB97M-V/def2-TZVPD.

Structure (XYZ):
```
32
Properties=species:S:1:pos:R:3:forces:R:3
H 1.09620 0.95053 -1.78681 0.4 -0.2 0.0
H 0.59051 -2.56306 -0.77557 0.0 -0.1 0.3
H 4.54592 -1.46227 2.36085 -0.2 0.2 0.1
H 5.35200 0.73834 3.21945 -0.3 0.0 -0.1
H -2.43020 -0.28856 -3.40036 -0.1 0.1 0.2
H -4.19468 -0.23056 -3.09105 0.2 0.2 -0.1
H -3.95081 1.18170 0.83081 0.0 -0.2 0.0
C -3.21069 0.09521 -2.73397 -0.6 0.0 -0.2
H -3.14501 1.18086 -2.65402 0.0 -0.2 0.0
Ir -0.26580 -0.21318 0.02041 -0.5 0.7 -0.3
C 2.03950 1.47085 2.79405 0.2 -0.2 -0.2
H 2.11651 -1.78085 1.82549 0.1 0.2 0.1
C 2.47982 -0.82861 2.21220 0.8 0.2 0.0
H -5.10397 -0.21234 0.74336 0.1 0.2 0.2
C 1.36088 0.12532 -1.10661 0.8 0.2 -1.3
H -0.27929 -0.88841 2.47848 0.1 0.4 0.1
C 1.57159 0.22853 2.33557 -0.8 -0.1 0.1
C 0.13777 -2.04073 0.08167 0.8 -2.7 0.2
C 3.84140 -0.63828 2.50163 -0.5 0.1 0.0
H -3.66854 -0.29046 1.81580 0.0 0.0 -0.2
C -4.06349 0.09697 0.87126 -0.6 0.0 -0.1
C 0.10439 0.03302 2.00568 0.5 0.2 1.8
Cl -1.47708 1.80380 -0.38469 -0.3 1.8 -0.1
C 4.29948 0.60331 2.96224 -0.3 -0.2 0.0
H 3.73593 2.61813 3.47237 -0.1 -0.1 -0.1
H 1.32152 2.28472 2.88155 0.2 -0.1 0.0
H -0.46882 0.92284 2.30601 0.1 -0.3 0.3
H 1.60112 -0.79765 -1.65755 0.3 0.4 0.0
Bi -2.79704 -0.83515 -0.73148 -0.3 -0.4 -0.1
H -0.14943 -2.70339 0.91712 0.2 0.1 -0.3
H 2.20832 0.41897 -0.46410 -0.2 -0.1 -0.2
C 3.38415 1.65206 3.11207 0.1 -0.2 -0.1
```
Forces are in eV/Å.

Results
Maximum force = 2.80 eV Å⁻¹
Kohn-Sham gap (spin up / spin down) = 5.33 / 6.02 eV
E = -32895.9024 eV
Spin multiplicity = 5
<S²> = 6.0127
Net charge = -1
E_HOMO (spin up / spin down) = -0.077 / -0.163 Ha

These are the Löwdin partial charges, in e, on atoms 1 to 5: -0.032, -0.056, 0.091, 0.084, -0.022